No. 1
4 unconnected molecules or ions with the total composition C23H46Br6NO5S. Source: OMol25; level of theory: ωB97M-V/def2-TZVPD.

```
! wB97M-V def2-TZVPD RIJCOSX def2/J DEFGRID3
* xyz 0 2
C -0.528 3.601 -0.811
O -0.164 3.995 -2.123
C -0.297 2.937 -3.058
C 0.860 1.859 -2.960
C 0.285 0.462 -3.397
C 0.316 -0.628 -2.238
C 1.845 -0.800 -1.892
C 2.150 -1.943 -0.859
C 2.277 -1.295 0.569
C 3.694 -1.519 1.220
S 3.410 -1.193 3.022
O 2.439 -2.173 3.596
O 2.769 0.156 3.080
O 4.826 -1.260 3.852
C -0.541 -0.048 -1.053
C -1.599 -1.008 -0.388
C -2.889 -0.141 -0.094
C -1.066 -1.435 1.047
N -1.865 -2.272 -1.110
O -3.023 -2.715 -0.734
C -1.734 -2.171 -2.577
C -2.098 -3.599 -3.142
C -2.711 -1.169 -3.266
C -0.221 -1.954 -2.892
H -1.507 3.078 -0.753
H 0.277 2.988 -0.343
H -0.609 4.527 -0.203
H -0.375 3.335 -4.092
H -1.267 2.412 -2.866
H 1.243 1.888 -1.922
H 1.679 2.216 -3.617
H -0.733 0.584 -3.818
H 0.923 0.060 -4.216
H 2.351 -0.946 -2.876
H 2.288 0.135 -1.481
H 1.381 -2.735 -0.807
H 3.116 -2.407 -1.171
H 2.088 -0.209 0.604
H 1.577 -1.842 1.235
H 3.996 -2.588 1.160
H 4.483 -0.873 0.795
H 4.540 -1.341 4.776
H -1.061 0.884 -1.349
H 0.175 0.256 -0.254
H -3.351 -0.499 0.852
H -2.577 0.910 0.110
H -3.672 -0.232 -0.869
H -1.926 -1.772 1.669
H -0.546 -0.613 1.571
H -0.440 -2.339 0.893
H -3.163 -3.847 -2.961
H -1.418 -4.329 -2.626
H -1.887 -3.692 -4.226
H -2.530 -0.132 -2.925
H -2.721 -1.278 -4.369
H -3.737 -1.441 -2.926
H 0.336 -2.869 -2.611
H -0.095 -1.839 -3.994
Br -2.723 2.003 2.436
C -0.841 2.049 2.945
C -0.542 3.208 3.858
Br -0.454 4.885 2.873
H -0.266 2.073 2.022
H -0.661 1.104 3.456
H 0.441 3.091 4.312
H -1.286 3.339 4.640
Br 3.128 5.038 3.865
C 4.178 6.533 3.191
C 3.297 7.704 2.841
Br 2.369 7.414 1.153
H 4.751 6.162 2.346
H 4.858 6.793 4.001
H 3.896 8.601 2.687
H 2.537 7.905 3.590
Br -5.243 -7.054 1.300
C -3.426 -6.561 1.800
C -2.846 -5.552 0.844
Br -2.301 -6.389 -0.829
H -2.851 -7.482 1.851
H -3.512 -6.135 2.799
H -1.936 -5.115 1.253
H -3.539 -4.756 0.586
*
```

The value obtained for the HOMO energy (alpha / beta) is -8.93 / -9.65 eV. The value obtained for the energy above the lowest of the compared OMol25 structures with the same formula, charge and spin is 2.109 eV. The value obtained for the gap between HOMO and LUMO (alpha / beta) is 0.33513 / 0.34754 Eh.

No. 2
A molecular structure, C29H21F6N4O14PdS2. Source: OMol25; level of theory: ωB97M-V/def2-TZVPD.

```
! wB97M-V def2-TZVPD RIJCOSX def2/J DEFGRID3
* xyz -1 3
Pd 0.088 -0.092 -0.580
O 6.823 -0.387 1.327
C 6.494 -0.211 -0.043
C 5.007 -0.104 -0.194
C 4.445 -0.034 -1.452
C 3.072 0.064 -1.563
N 2.266 0.096 -0.505
C 2.795 0.040 0.706
C 4.160 -0.060 0.901
C 1.836 0.099 1.862
C 2.232 -0.126 3.168
C 1.286 -0.108 4.183
C 1.675 -0.402 5.612
O 2.838 -1.204 5.734
C -0.028 0.170 3.858
C -0.346 0.395 2.531
N 0.568 0.353 1.571
H 7.769 -0.534 1.399
H 6.847 -1.050 -0.647
H 6.951 0.700 -0.440
H 5.059 -0.054 -2.346
H 2.587 0.156 -2.523
H 4.576 -0.115 1.897
H 3.264 -0.338 3.411
H 0.825 -0.858 6.124
H 1.903 0.531 6.124
H 2.712 -2.008 5.217
H -0.797 0.196 4.621
H -1.357 0.598 2.202
O -1.602 -0.940 -2.287
C -2.402 -0.698 -1.366
O -2.052 -0.266 -0.222
C -3.872 -0.936 -1.575
C -4.802 -0.032 -1.075
C -6.156 -0.289 -1.190
C -6.559 -1.470 -1.792
C -5.651 -2.374 -2.309
C -4.298 -2.094 -2.208
N -8.001 -1.787 -1.851
O -8.337 -2.826 -2.378
O -8.779 -1.002 -1.346
H -4.451 0.870 -0.591
H -6.900 0.393 -0.809
H -6.009 -3.285 -2.768
H -3.560 -2.785 -2.596
O 1.178 2.220 -2.463
C 0.388 2.659 -1.623
O -0.330 1.967 -0.814
C 0.264 4.162 -1.452
C 1.126 4.993 -2.149
C 1.099 6.384 -1.986
C 0.176 6.881 -1.104
O -0.042 8.193 -0.753
C -1.115 8.179 0.188
O -1.509 6.825 0.391
C -0.693 6.060 -0.419
C -0.679 4.699 -0.561
H 1.831 4.531 -2.830
H 1.773 7.039 -2.526
H -1.955 8.751 -0.207
H -0.776 8.609 1.132
H -1.349 4.043 -0.022
F 1.581 -4.253 -2.847
C 0.579 -3.461 -2.467
F -0.529 -3.821 -3.088
F 0.882 -2.211 -2.817
S 0.398 -3.580 -0.602
O 0.466 -2.212 -0.095
O 1.496 -4.419 -0.205
N -1.046 -4.148 -0.328
S -1.201 -5.745 -0.395
O -0.449 -6.334 -1.469
O -2.574 -6.104 -0.222
C -0.405 -6.392 1.186
F -0.116 -5.415 2.044
F -1.280 -7.212 1.783
F 0.696 -7.085 0.925
*
```

The value obtained for the HOMO energy (alpha / beta) is -5.83 / -6.20 eV. The value obtained for the energy above the lowest of the compared OMol25 structures with the same formula, charge and spin is 0.454 eV. The value obtained for the gap between HOMO and LUMO (alpha / beta) is 0.26841 / 0.28261 Eh.

No. 3
A molecular structure, C3H2LiO2Sm. Source: OMol25; level of theory: ωB97M-V/def2-TZVPD.

```
! wB97M-V def2-TZVPD RIJCOSX def2/J DEFGRID3
* xyz 2 8
C -1.421 -0.958 -0.001
C -1.401 0.294 0.254
H -2.082 -1.610 0.577
H -2.045 1.142 0.027
O 0.166 1.285 0.434
C 0.967 1.162 -0.508
O 1.532 0.090 -0.799
Li 0.372 -1.682 -0.859
Sm 3.912 0.277 0.875
*
```

The value obtained for the HOMO energy (alpha / beta) is -14.89 / -15.65 eV. The value obtained for the gap between HOMO and LUMO (alpha / beta) is 0.17890 / 0.20715 Eh.

No. 4
A molecular structure, C32H54BN8P2Yb. Source: OMol25; level of theory: ωB97M-V/def2-TZVPD.

```
! wB97M-V def2-TZVPD RIJCOSX def2/J DEFGRID3
* xyz 2 2
Yb 0.195 -0.322 0.012
C -1.663 1.804 2.062
C -0.966 1.403 3.351
C 0.499 1.086 3.290
C 1.220 1.132 4.480
C 2.590 0.980 4.462
C 3.217 0.808 3.234
C 2.431 0.738 2.111
N 1.087 0.851 2.113
N -2.142 0.732 1.144
C -2.999 1.488 0.183
C -4.087 0.881 -0.708
C -4.875 1.809 -1.384
C -5.909 1.368 -2.189
C -6.154 0.007 -2.284
C -5.324 -0.847 -1.585
N -4.295 -0.428 -0.835
C -2.949 -0.225 1.932
C -2.141 -1.274 2.640
C -2.669 -1.877 3.775
C -1.959 -2.884 4.404
C -0.731 -3.257 3.877
C -0.280 -2.613 2.746
N -0.963 -1.636 2.119
H -2.536 2.386 2.369
H -1.027 2.471 1.483
H -1.074 2.249 4.030
H -1.488 0.586 3.844
H 0.695 1.300 5.412
H 3.165 1.024 5.378
H 4.292 0.721 3.155
H 2.889 0.593 1.145
H -3.539 2.247 0.759
H -2.316 2.050 -0.459
H -4.685 2.871 -1.271
H -6.527 2.080 -2.721
H -6.972 -0.380 -2.880
H -5.475 -1.922 -1.619
H -3.596 0.307 2.639
H -3.587 -0.762 1.249
H -3.629 -1.550 4.154
H -2.352 -3.362 5.292
H -0.132 -4.034 4.333
H 0.677 -2.884 2.319
C -1.884 -2.043 -2.379
C -1.871 -0.617 -2.939
N -0.740 0.191 -2.453
C 0.427 0.098 -3.350
C 0.994 -1.308 -3.376
N 1.216 -1.833 -2.013
C 0.801 -3.241 -1.801
C -0.433 -3.343 -0.898
N -1.287 -2.144 -1.030
H -1.340 -2.712 -3.040
H -2.911 -2.394 -2.371
H -2.777 -0.112 -2.650
H -1.869 -0.659 -4.032
H -1.039 1.157 -2.499
H 1.177 0.792 -2.975
H 0.166 0.392 -4.371
H 1.920 -1.285 -3.950
H 0.320 -1.965 -3.920
H 2.200 -1.779 -1.813
H 1.609 -3.791 -1.324
H 0.617 -3.727 -2.759
H -0.116 -3.408 0.141
H -0.974 -4.262 -1.136
H -2.042 -2.229 -0.356
C 4.936 -0.204 -0.677
P 3.427 0.545 -1.408
C 3.948 0.559 -3.180
C 3.683 2.338 -1.044
C 2.440 3.137 -1.463
P 0.934 2.722 -0.469
C -0.267 3.839 -1.305
C 1.333 3.744 1.007
H 5.821 0.349 -0.993
H 5.029 -1.242 -1.004
H 4.886 -0.214 0.413
H 4.910 1.064 -3.269
H 3.226 1.069 -3.818
H 4.069 -0.464 -3.543
H 4.559 2.683 -1.592
H 3.894 2.473 0.019
H 2.220 2.972 -2.522
H 2.608 4.207 -1.335
H 0.190 4.816 -1.464
H -1.164 3.976 -0.698
H -0.560 3.436 -2.278
H 1.522 4.768 0.683
H 2.223 3.357 1.501
H 0.524 3.753 1.736
B 3.614 -3.582 1.166
C 2.592 -2.458 0.917
N 1.804 -1.637 0.699
H 3.271 -4.144 2.182
H 4.698 -3.053 1.275
H 3.549 -4.306 0.192
*
```

The value obtained for the HOMO energy (alpha / beta) is -13.74 / -13.74 eV. The value obtained for the gap between HOMO and LUMO (alpha / beta) is 0.33898 / 0.29901 Eh.

No. 5
A molecular structure, C6H12F6IrN4O7S2. Source: OMol25; level of theory: ωB97M-V/def2-TZVPD.

```
! wB97M-V def2-TZVPD RIJCOSX def2/J DEFGRID3
* xyz 2 6
Ir -0.055 0.063 0.510
N -1.135 -1.616 -0.616
C -0.241 -2.374 -1.519
C 1.147 -2.500 -0.880
C 2.251 -1.853 -1.704
C 2.057 -0.358 -1.897
N 1.891 0.347 -0.594
H -1.436 -2.182 0.179
H -1.963 -1.226 -1.062
H -0.206 -1.851 -2.473
H -0.668 -3.358 -1.708
H 1.397 -3.535 -0.652
H 1.112 -2.003 0.118
H 2.298 -2.313 -2.693
H 3.213 -2.050 -1.227
H 1.187 -0.118 -2.510
H 2.922 0.059 -2.411
H 1.910 1.357 -0.733
H 2.638 0.108 0.061
O -2.063 2.816 -1.296
N -1.472 1.939 -0.820
O -2.007 0.881 -0.315
O -0.173 1.875 -0.758
F -2.955 -1.261 4.593
C -3.044 -0.249 3.778
F -3.378 0.854 4.380
F -3.835 -0.513 2.761
S -1.339 -0.019 3.014
O -1.125 -1.184 2.095
O -1.232 1.204 2.181
N -0.351 -0.018 4.186
S 1.164 0.303 3.755
O 1.289 0.174 2.249
O 1.706 1.481 4.310
C 2.056 -1.182 4.374
F 1.731 -1.391 5.618
F 3.340 -0.957 4.237
F 1.685 -2.205 3.613
*
```

The value obtained for the HOMO energy (alpha / beta) is -17.72 / -18.15 eV. The value obtained for the energy above the lowest of the compared OMol25 structures with the same formula, charge and spin is 0.130 eV. The value obtained for the gap between HOMO and LUMO (alpha / beta) is 0.38938 / 0.24237 Eh.

No. 6
A molecular structure, CH6ClNOP4. Source: OMol25; level of theory: ωB97M-V/def2-TZVPD.

```
! wB97M-V def2-TZVPD RIJCOSX def2/J DEFGRID3
* xyz 0 1
C 0.548 1.501 -1.669
N 0.828 0.868 -0.599
O 2.565 1.488 1.451
P -3.183 -1.184 -0.577
P 2.296 0.639 0.343
P -1.695 0.204 -1.399
P -0.529 0.433 0.429
Cl -0.915 2.341 0.819
H 1.433 2.004 -2.100
H -4.354 -0.324 -0.391
H -2.874 -0.824 0.725
H 2.139 -0.823 0.602
H 3.285 0.770 -0.730
H -0.788 -0.865 -2.129
*
```

The value obtained for the HOMO energy is -8.13 eV. The value obtained for the energy above the lowest of the compared OMol25 structures with the same formula, charge and spin is 0.274 eV. The value obtained for the gap between HOMO and LUMO is 0.29095 Eh.

No. 7
11 unconnected molecules or ions with the total composition C29H50BN14O4. Source: OMol25; level of theory: ωB97M-V/def2-TZVPD.

```
! wB97M-V def2-TZVPD RIJCOSX def2/J DEFGRID3
* xyz 1 1
C 1.775 -0.509 -2.386
C 0.492 0.104 -2.953
N 0.224 1.497 -2.563
C -0.163 2.355 -3.677
C -1.677 2.210 -3.986
C -2.477 1.780 -2.770
C -2.903 0.282 -2.661
N -4.228 0.286 -2.048
O -5.234 -0.389 -2.749
B -5.130 -1.812 -2.633
O -5.173 -2.401 -1.401
O -4.973 -2.522 -3.810
C -4.544 1.634 -1.805
N -5.339 2.084 -0.890
N -3.815 2.424 -2.695
C 1.245 2.100 -1.773
C 0.889 2.310 -0.309
O 2.298 2.483 -2.184
H 1.864 -0.447 -1.307
H 1.760 -1.568 -2.649
H 2.628 -0.093 -2.915
H -0.345 -0.537 -2.666
H 0.540 0.034 -4.045
H 0.420 2.124 -4.571
H 0.005 3.394 -3.405
H -1.847 1.551 -4.838
H -2.062 3.190 -4.271
H -2.034 2.089 -1.827
H -2.315 -0.342 -1.993
H -2.846 -0.110 -3.681
H -4.258 -2.388 -1.079
H -4.037 -2.446 -4.007
H -6.271 1.720 -0.771
H -5.033 2.773 -0.223
H -4.239 2.289 -3.615
H -0.190 2.387 -0.222
H 1.284 3.246 0.069
H 1.206 1.480 0.321
C -2.007 -3.389 1.886
C -2.229 -2.537 0.722
N -2.404 -1.874 -0.188
H -1.427 -4.263 1.601
H -1.464 -2.839 2.648
H -2.966 -3.708 2.289
C 3.403 -3.250 0.748
C 2.141 -3.451 1.463
N 1.165 -3.609 2.028
H 4.196 -3.032 1.460
H 3.658 -4.150 0.194
H 3.305 -2.418 0.055
C -0.190 -1.119 6.145
C -1.083 -2.266 6.354
N -1.780 -3.152 6.516
H 0.837 -1.452 6.125
H -0.424 -0.636 5.200
H -0.319 -0.403 6.952
C 0.150 6.561 0.368
C -0.687 5.359 0.394
N -1.338 4.425 0.415
H 1.200 6.279 0.418
H -0.029 7.112 -0.552
H -0.091 7.194 1.218
C 4.235 0.912 3.956
C 3.091 0.490 4.768
N 2.202 0.162 5.400
H 5.014 1.305 4.596
H 4.624 0.061 3.400
H 3.925 1.685 3.259
C 4.745 4.265 -2.327
C 5.960 4.723 -1.645
N 6.909 5.078 -1.126
H 4.205 3.564 -1.701
H 4.104 5.118 -2.543
H 5.011 3.775 -3.261
C 6.858 3.555 1.795
C 6.454 3.315 3.184
N 6.136 3.128 4.261
H 7.542 4.398 1.750
H 7.353 2.673 1.396
H 5.983 3.778 1.190
C -3.023 0.757 9.391
C -2.037 1.266 8.435
N -1.269 1.662 7.694
H -2.534 0.102 10.109
H -3.484 1.587 9.920
H -3.791 0.196 8.863
C -4.029 -5.876 -4.002
C -2.789 -5.433 -3.361
N -1.828 -5.089 -2.856
H -4.591 -6.517 -3.327
H -4.632 -5.005 -4.252
H -3.805 -6.428 -4.912
C 0.613 -7.342 -3.756
C 1.933 -7.737 -3.257
N 2.957 -8.043 -2.868
H -0.137 -8.053 -3.417
H 0.359 -6.353 -3.384
H 0.622 -7.323 -4.844
*
```

The value obtained for the HOMO energy is -11.84 eV. The value obtained for the gap between HOMO and LUMO is 0.26071 Eh.

No. 8
3 unconnected molecules or ions with the total composition C17H31BN2O9. Source: OMol25; level of theory: ωB97M-V/def2-TZVPD.

```
! wB97M-V def2-TZVPD RIJCOSX def2/J DEFGRID3
* xyz 0 1
C 1.935 2.294 0.876
C 2.598 0.807 0.689
O 1.898 -0.082 -0.247
B 1.610 0.559 -1.542
O 0.323 1.318 -1.730
C 2.571 0.483 -2.898
C 1.489 0.430 -4.175
N 0.673 0.394 -5.187
C 3.455 1.857 -3.156
C 4.260 2.405 -1.839
N 5.184 2.712 -0.952
C 3.446 -0.902 -3.019
C 4.498 -1.173 -1.796
C 4.151 -2.451 -0.834
O 3.421 -3.550 -1.483
H 0.760 2.289 0.878
H 2.257 3.059 0.031
H 2.301 2.728 1.906
H 3.741 0.952 0.482
H 2.530 0.280 1.758
H -0.421 0.657 -1.964
H 4.179 1.716 -4.094
H 2.690 2.715 -3.473
H 2.693 -1.768 -3.240
H 4.105 -0.785 -4.007
H 5.564 -1.397 -2.281
H 4.675 -0.247 -1.082
H 3.652 -2.078 0.184
H 5.201 -2.909 -0.496
H 2.543 -3.739 -0.995
C -2.194 1.246 6.418
C -1.887 2.710 6.148
O -1.495 2.913 4.785
C -2.497 2.881 3.875
O -3.683 2.699 4.111
O -1.955 3.053 2.641
C -2.895 2.930 1.575
H -1.347 0.616 6.129
H -2.414 1.086 7.476
H -3.055 0.905 5.835
H -1.041 3.020 6.770
H -2.732 3.357 6.408
H -3.747 3.603 1.718
H -3.231 1.892 1.498
H -2.392 3.204 0.645
C -1.582 -3.069 -2.909
C -3.050 -3.019 -3.298
O -3.880 -3.550 -2.258
C -4.062 -2.747 -1.183
O -3.591 -1.629 -1.029
O -4.834 -3.410 -0.284
C -5.013 -2.714 0.948
H -1.294 -4.086 -2.626
H -0.951 -2.737 -3.737
H -1.376 -2.430 -2.045
H -3.210 -3.646 -4.182
H -3.366 -2.003 -3.563
H -5.400 -1.703 0.780
H -4.066 -2.679 1.493
H -5.740 -3.266 1.548
*
```

The value obtained for the HOMO energy is -10.48 eV. The value obtained for the gap between HOMO and LUMO is 0.37977 Eh.

Computed DFT total energy (Ha) in order:
-17177.03674; -3913.57721; -930.68296; -3555.71205; -2480.44589; -1997.19046; -2227.08768; -1477.70825